Record 1
Computed, not measured: a 2-piece molecular cluster, C4H12 overall, with wB97M-V/def2-TZVPD.

Summary:
- DFT total energy: -159.56938 Ha
- HOMO level: -0.423 hartree
- SMILES: CC.CC

Structure (XYZ):
```
16
Properties=species:S:1:pos:R:3:forces:R:3
C -0.2872 1.3146 1.5289 0.891 0.011 -0.331
C 0.2658 -1.0941 -1.4945 -0.669 0.818 -0.565
C 1.4968 -1.2676 -2.3845 0.017 0.338 0.010
C -1.4836 0.9510 2.4092 0.831 0.420 0.582
H 0.0548 -0.0469 -1.2558 0.609 0.143 -0.113
H 0.1869 -1.5848 -0.5283 0.240 -0.569 -0.225
H -0.2283 0.7730 0.5847 -0.452 0.039 0.033
H -0.2405 2.3740 1.2842 -0.180 0.075 -0.040
H 1.7640 -2.2960 -2.6223 -0.245 -0.143 0.186
H -2.0088 1.8569 2.7082 -0.488 -0.105 -0.431
H -1.1441 0.5781 3.3784 0.003 -0.420 -0.181
H -2.1095 0.2132 1.9272 -0.398 0.038 0.103
H 2.4060 -0.7861 -2.0244 -0.083 0.054 0.190
H -0.5909 -1.2870 -2.1489 -0.161 -0.684 0.492
H 0.6914 1.0919 1.9669 -0.221 -0.003 0.368
H 1.2273 -0.7902 -3.3290 0.307 -0.013 -0.080
```
Positions in Å, forces in eV/Å.

Record 2
Computed, not measured: a 2-piece molecular cluster, C4H12 overall, with wB97M-V/def2-TZVPD.

Summary:
- DFT total energy: -159.55045 Ha
- HOMO level: -0.424 hartree
- SMILES: CC.CC

Structure (XYZ):
```
16
Properties=species:S:1:pos:R:3:forces:R:3
C -2.3132 0.0719 -0.2743 -3.075 0.164 0.712
C 1.9946 -0.8291 0.5286 -1.384 3.858 -1.078
C -2.0928 1.2450 0.6894 -2.408 -1.318 0.543
C 2.4514 -0.5420 -0.9388 -3.874 -0.368 0.087
H 2.5406 -1.5416 -1.4078 -0.441 0.816 -0.485
H 0.9731 -1.2263 0.5783 0.705 -0.920 -0.050
H -2.6570 0.3958 -1.2694 0.178 -0.056 0.337
H -1.3770 -0.3721 -0.3468 1.482 -1.380 -0.496
H 1.7835 0.1784 1.0434 0.812 -1.217 -0.499
H 3.3696 -0.1017 -1.0079 2.640 1.118 0.250
H -1.4794 1.8838 0.1392 0.877 1.765 -0.311
H -3.0758 1.6888 1.0572 1.447 -0.216 -0.626
H -3.1129 -0.6493 0.1233 1.356 0.782 -0.564
H -1.5610 0.8380 1.5381 0.167 0.254 0.402
H 2.8117 -1.2914 0.9926 0.488 -1.193 1.202
H 1.7445 0.2518 -1.4452 1.030 -2.088 0.577
```
Positions in Å, forces in eV/Å.

Record 3
Computed, not measured: a 2-piece molecular cluster, C4H12 overall, with wB97M-V/def2-TZVPD.

Summary:
- DFT total energy: -159.56033 Ha
- HOMO level: -0.413 hartree
- SMILES: CC.CC

Structure (XYZ):
```
16
Properties=species:S:1:pos:R:3:forces:R:3
C 0.1031 1.9502 1.1392 -1.152 -3.232 -0.987
C -0.0060 -1.8328 -1.0594 0.100 -2.328 0.266
C -1.1591 -1.8304 -0.0604 0.139 -0.964 0.119
C 1.0656 1.8072 -0.0215 0.227 0.774 -1.341
H 1.7306 0.9482 0.0657 -0.168 -0.106 -0.029
H -1.2154 -0.8930 0.4848 -0.155 0.117 -0.106
H -0.9758 -2.6227 0.6722 -0.269 0.166 0.111
H 0.5333 1.7697 -1.0347 0.744 -0.110 1.446
H -0.3563 -1.8320 -2.0656 -0.225 1.432 -0.897
H 0.4331 2.5131 1.9185 1.296 1.822 2.086
H -2.1073 -2.0429 -0.5509 -0.110 0.087 0.150
H -0.1566 0.9611 1.6196 0.285 0.770 -0.660
H 0.6816 -1.0976 -0.7100 0.809 0.573 -0.720
H 0.5158 -2.8334 -1.1770 -0.301 0.905 1.061
H -0.8330 2.3511 0.8317 -0.789 0.474 -0.344
H 1.7462 2.6843 -0.0522 -0.429 -0.379 -0.156
```
Positions in Å, forces in eV/Å.

Record 4
Computed, not measured: a 2-piece molecular cluster, C4H12 overall, with wB97M-V/def2-TZVPD.

Summary:
- DFT total energy: -159.56807 Ha
- HOMO level: -0.419 hartree
- SMILES: CC.CC

Structure (XYZ):
```
16
Properties=species:S:1:pos:R:3:forces:R:3
C -2.3648 -0.4766 -1.8980 0.207 0.595 0.273
C 2.3836 0.4056 1.6179 0.001 0.413 -0.587
C 0.9913 -0.2540 1.7308 1.140 0.853 0.752
C -1.0741 0.2590 -1.4896 -0.057 -0.104 0.788
H -2.2411 -0.9104 -2.8935 -0.185 -0.301 0.314
H -3.2026 0.2354 -1.9658 0.218 -0.343 0.109
H -1.2594 1.3291 -1.4697 0.425 0.196 -0.449
H -0.2278 -0.0385 -2.1034 0.017 0.399 -0.259
H -0.7430 0.0370 -0.4609 -0.481 -0.174 -0.452
H 0.5327 -0.0742 2.6950 0.094 0.053 0.443
H 3.1866 -0.2342 1.9561 0.119 -0.210 0.320
H 2.4925 1.3719 2.1157 -0.251 -0.128 0.191
H 2.6191 0.6227 0.5663 -0.126 -0.178 0.127
H 1.1558 -1.3283 1.6802 -0.692 -0.025 -0.728
H -2.5876 -1.2031 -1.1149 -0.270 -0.280 -0.512
H 0.3387 0.2586 1.0337 -0.158 -0.765 -0.332
```
Positions in Å, forces in eV/Å.

Record 5
Computed, not measured: a 2-piece molecular cluster, C4H12 overall, with wB97M-V/def2-TZVPD.

Summary:
- DFT total energy: -159.58025 Ha
- HOMO level: -0.423 hartree
- SMILES: CCC.C

Structure (XYZ):
```
16
Properties=species:S:1:pos:R:3:forces:R:3
C 0.9367 -1.1857 -1.9943 -0.048 -0.220 1.018
C -0.2414 -1.0197 -1.0342 -0.479 0.441 -0.435
C 1.9142 -2.2373 -1.4962 -0.345 -1.211 -0.324
C -1.8552 3.3565 3.2545 -0.255 -0.323 -0.898
H -0.8845 3.7791 3.0176 0.052 0.190 0.164
H -0.7932 -1.9449 -0.8583 0.389 -0.168 0.305
H -1.8691 2.3457 2.8467 0.156 -0.237 0.458
H 2.4480 -1.9702 -0.5898 0.133 0.261 -0.006
H 1.4591 -0.2360 -2.0144 0.026 0.276 -0.523
H 0.0508 -0.5180 -0.1081 -0.008 -0.394 0.084
H -2.0762 3.3855 4.3174 0.001 -0.031 -0.082
H 0.5457 -1.4521 -2.9715 0.181 0.092 -0.239
H 2.5994 -2.6002 -2.2603 0.420 0.544 -0.081
H 1.3854 -3.1684 -1.2704 -0.284 0.096 0.257
H -2.6238 3.8459 2.6532 0.047 0.399 0.357
H -0.9961 -0.3801 -1.4918 0.014 0.286 -0.055
```
Positions in Å, forces in eV/Å.

Record 6
Computed, not measured: a 2-piece molecular cluster, C4H12 overall, with wB97M-V/def2-TZVPD.

Summary:
- DFT total energy: -159.57385 Ha
- HOMO level: -0.426 hartree
- SMILES: CC.CC

Structure (XYZ):
```
16
Properties=species:S:1:pos:R:3:forces:R:3
C -1.7665 -2.1680 -0.9508 0.661 0.243 0.136
C 2.2958 1.6495 1.0037 -0.668 -0.438 0.017
C -1.7552 -0.9357 -0.0278 0.278 -0.631 0.233
C 1.1424 1.4674 0.0008 1.151 0.488 -0.419
H -2.7457 -0.5088 0.1132 0.074 0.254 -0.234
H -1.3992 -1.2205 0.9652 -0.128 -0.002 0.038
H 1.4140 1.9968 -0.9013 0.182 0.126 -0.506
H 1.0858 0.4280 -0.3076 -0.653 -0.086 0.281
H -1.0540 -2.9114 -0.5872 -0.203 -0.120 0.091
H -2.7454 -2.6215 -1.0378 -0.125 -0.128 -0.039
H 3.0321 0.8596 0.8740 0.228 0.124 -0.204
H 2.7656 2.6203 0.8775 0.085 0.043 0.254
H -1.0301 -0.2105 -0.3861 -0.311 0.266 -0.047
H 1.9291 1.5137 2.0185 0.053 0.286 0.189
H 0.2169 1.9553 0.2845 -0.290 -0.500 0.391
H -1.3854 -1.9144 -1.9389 -0.337 0.077 -0.183
```
Positions in Å, forces in eV/Å.

Record 7
Computed, not measured: a 2-piece molecular cluster, C4H12 overall, with wB97M-V/def2-TZVPD.

Summary:
- DFT total energy: -159.57223 Ha
- HOMO level: -0.425 hartree
- SMILES: CC.CC

Structure (XYZ):
```
16
Properties=species:S:1:pos:R:3:forces:R:3
C -0.8153 1.4186 0.5936 -0.426 1.400 0.207
C -0.8136 2.8074 -0.0837 0.188 -0.647 0.311
C 1.0308 -1.4543 0.1019 0.673 -1.847 0.489
C 0.5590 -2.7154 -0.6266 0.337 -0.376 -0.231
H 0.0210 -2.4155 -1.5296 -0.046 -0.245 0.035
H -0.3069 2.7277 -1.0525 -0.438 0.250 0.011
H -1.1989 0.6617 -0.0664 0.136 -0.399 -0.371
H -1.8321 3.1983 -0.1372 0.226 0.100 -0.421
H 1.7845 -0.9788 -0.5297 -0.683 0.774 -0.010
H -0.2108 3.4798 0.5250 -0.121 0.200 0.012
H 1.4017 -3.3468 -0.9254 0.014 0.190 -0.155
H -1.5149 1.4460 1.4410 0.506 -0.102 0.085
H -0.0696 -3.3911 -0.0387 -0.156 0.402 0.092
H 0.1412 -0.9416 0.4301 0.322 0.822 -0.185
H 0.2109 1.2410 0.9043 -0.189 -0.559 0.178
H 1.6130 -1.7370 0.9941 -0.343 0.037 -0.048
```
Positions in Å, forces in eV/Å.

Record 8
Computed, not measured: a 2-piece molecular cluster, C4H12 overall, with wB97M-V/def2-TZVPD.

Summary:
- DFT total energy: -159.56801 Ha
- HOMO level: -0.427 hartree
- SMILES: CC.CC

Structure (XYZ):
```
16
Properties=species:S:1:pos:R:3:forces:R:3
C 0.2011 0.2771 -2.6260 0.351 -0.285 -0.742
C -0.7789 -1.1214 2.7718 0.072 0.386 -0.468
C -0.9065 0.1860 1.9637 -0.898 -0.457 0.188
C 1.5864 0.6859 -2.0178 -2.125 -0.487 -0.309
H -0.3463 1.1147 -3.0589 -0.113 0.061 0.334
H 0.3931 -0.3953 -3.4749 0.093 0.299 -0.034
H 1.5200 0.9351 -0.9580 0.150 -0.451 0.023
H -1.3540 -0.0189 0.9869 0.630 0.109 -0.205
H 2.1843 -0.1854 -2.2673 0.855 0.498 0.514
H 0.0100 0.7599 1.9459 0.242 -0.052 -0.498
H -1.7638 -1.3636 3.1751 0.301 -0.125 0.377
H 1.8542 1.6068 -2.5064 0.736 0.055 -0.394
H -0.0008 -1.0027 3.5269 -0.406 -0.121 0.340
H -1.6586 0.8343 2.4086 0.049 0.117 0.398
H -0.4678 -0.3388 -2.0315 0.045 0.306 0.623
H -0.4723 -1.9737 2.1621 0.018 0.146 -0.147
```
Positions in Å, forces in eV/Å.

Record 9
Computed, not measured: a 2-piece molecular cluster, C4H12 overall, with wB97M-V/def2-TZVPD.

Summary:
- DFT total energy: -159.57684 Ha
- HOMO level: -0.430 hartree
- SMILES: CC.CC

Structure (XYZ):
```
16
Properties=species:S:1:pos:R:3:forces:R:3
C 0.1525 -1.8579 1.3084 -0.125 -0.410 -0.215
C 0.1404 1.6809 0.1428 -0.216 -0.429 0.318
C -0.2456 -1.9419 -0.1598 -0.872 -0.232 -0.620
C 0.0339 2.1731 -1.2947 -0.566 -0.028 0.424
H -0.1718 -0.9031 1.7093 0.089 0.019 0.291
H 0.4619 2.4299 0.8547 0.044 0.343 0.036
H 0.0317 1.2922 -1.9363 0.440 0.277 -0.374
H -0.9254 2.6647 -1.4923 0.144 0.071 0.202
H -0.8095 1.2918 0.5061 -0.181 0.033 -0.011
H -1.1950 -2.4756 -0.2892 0.028 0.067 0.227
H -0.4378 -0.9700 -0.6116 0.235 0.158 0.088
H -0.3137 -2.6626 1.8751 -0.169 0.079 0.087
H 0.8281 0.8400 0.2390 0.205 0.115 -0.124
H 0.4222 -2.4682 -0.8342 0.479 -0.054 0.213
H 1.2131 -1.9982 1.4740 0.315 0.318 -0.080
H 0.8150 2.9050 -1.4914 0.148 -0.328 -0.462
```
Positions in Å, forces in eV/Å.

Record 10
Computed, not measured: a 2-piece molecular cluster, C4H12 overall, with wB97M-V/def2-TZVPD.

Summary:
- DFT total energy: -159.57252 Ha
- HOMO level: -0.426 hartree
- SMILES: CC.CC

Structure (XYZ):
```
16
Properties=species:S:1:pos:R:3:forces:R:3
C -1.5292 2.4380 1.5913 -0.276 -0.318 -0.473
C 1.6246 -2.1741 -0.7755 0.785 0.724 0.640
C -0.9194 1.1380 1.0782 -0.355 -1.043 -0.814
C 0.8467 -1.3892 -1.8041 -0.880 0.058 -1.077
H -1.2135 2.7320 2.5726 0.605 0.223 0.395
H 1.2629 -2.0438 0.2443 -0.244 0.068 -0.034
H -1.6822 0.4409 0.7060 -0.172 0.133 0.377
H -0.3468 1.2666 0.1649 0.435 0.419 0.045
H 1.7123 -3.2392 -0.9260 -0.251 -0.304 -0.458
H -2.6069 2.3536 1.6873 -0.221 -0.052 -0.169
H -0.0638 -1.8858 -2.1527 0.101 -0.279 0.126
H 0.4723 -0.4085 -1.5109 0.340 0.029 0.578
H -1.3256 3.2170 0.8602 -0.028 0.290 0.266
H 1.4209 -1.1865 -2.7130 0.144 -0.227 0.110
H 2.6511 -1.7946 -0.7649 -0.002 -0.066 0.117
H -0.3032 0.5357 1.7421 0.020 0.344 0.371
```
Positions in Å, forces in eV/Å.

- What is the DFT total energy in the tenth record?
  -159.57252 Ha